{"formula": "C3H10O3", "method": "ωB97M-V/def2-TZVPD", "homo_lumo_gap_ev": 9.293, "smiles": "C/C=C/O.O.O", "e_above_lowest_kcal_mol": 49.27, "molar_mass_g_mol": 94.11, "e_homo_ev": -8.722, "elements": ["O", "O", "O", "C", "C", "C", "H", "H", "H", "H", "H", "H", "H", "H", "H", "H"], "xyz": [[0.119655, -0.213228, 1.603893], [-1.861156, -1.154018, -0.671595], [-2.809227, 1.509691, -0.354631], [2.934754, 0.453561, -0.934679], [1.880428, -0.011376, 0.098902], [0.901555, -0.780858, 0.590302], [-1.781659, -1.907342, -0.068659], [0.596407, -1.806789, 0.379732], [-2.149041, 0.960098, -0.791583], [-0.764656, -0.066818, 1.211263], [2.564516, 0.219074, -1.969417], [-2.808213, -1.123043, -0.839257], [-2.476390, 2.391050, -0.450069], [3.916433, -0.063009, -0.763824], [2.106890, 0.710864, 0.928668], [2.901117, 1.578398, -0.785338]], "forces_ev_per_a": [[-0.22, -0.44, 0.11], [-0.13, -0.40, 0.22], [-0.15, -0.66, -0.02], [-1.36, -1.16, -0.63], [1.25, 1.62, 2.26], [0.20, 0.20, -0.87], [0.18, 0.18, -0.15], [0.08, 0.32, -0.71], [0.05, -0.11, 0.11], [0.57, -0.09, 0.26], [0.64, 0.23, 0.79], [-0.16, 0.13, -0.09], [0.17, 0.83, -0.03], [-0.73, 0.93, -0.18], [-1.14, -0.05, -0.61], [0.74, -1.51, -0.47]]}

=====

{"formula": "C32H30NS", "method": "ωB97M-V/def2-TZVPD", "homo_lumo_gap_ev": 6.898, "total_charge": 1, "molar_mass_g_mol": 460.67, "e_homo_ev": -10.513, "elements": ["S", "N", "C", "C", "C", "C", "C", "C", "C", "C", "C", "C", "C", "C", "C", "C", "C", "C", "C", "C", "C", "C", "C", "C", "C", "C", "C", "C", "C", "C", "C", "C", "C", "C", "H", "H", "H", "H", "H", "H", "H", "H", "H", "H", "H", "H", "H", "H", "H", "H", "H", "H", "H", "H", "H", "H", "H", "H", "H", "H", "H", "H", "H", "H"], "xyz": [[0.229649, -0.283505, 6.169034], [-1.835268, 1.016235, 6.999468], [0.970414, 6.405162, 0.600312], [-3.445461, -2.173639, 3.473486], [-0.521690, 1.865184, 3.892571], [-0.896945, -1.081228, 7.287832], [-6.371739, -3.102859, 1.269656], [1.101037, 3.059875, 2.358586], [-4.949936, -1.016672, 1.421806], [-1.942310, -2.878790, 8.488372], [0.761350, 3.105697, 5.707614], [-0.540691, 2.351178, 5.327740], [-0.781961, 5.016037, 1.755559], [-2.819329, 2.087066, 7.218219], [2.337852, 4.838728, 5.081557], [-1.826045, 1.186360, 3.514530], [-0.191751, 2.968618, 2.885491], [-2.048694, -0.133137, 3.649304], [0.538673, 5.173032, 1.332521], [3.053374, 3.004791, 6.468865], [-1.964308, -0.255600, 7.616917], [-3.913065, -0.293618, 1.998278], [1.733252, 2.528037, 6.507947], [-1.149981, 3.927530, 2.547766], [-3.037443, -2.046736, 8.774770], [-5.253389, -2.310608, 1.867858], [-3.060100, -0.711391, 8.349591], [3.369184, 4.122591, 5.700623], [-0.752213, 1.142546, 6.218706], [1.024243, 4.365635, 5.150526], [-4.480413, -2.885128, 2.887224], [-0.855142, -2.399507, 7.741432], [1.469681, 4.166795, 1.605572], [-3.145561, -0.860628, 3.042979], [-1.390431, 3.031859, 5.456305], [-3.270455, 1.926880, 8.199484], [2.553897, 5.748204, 4.520753], [-5.538193, -0.582931, 0.609808], [-3.672750, 0.710064, 1.639712], [-3.612221, 2.063016, 6.456756], [-7.095726, -3.391282, 2.041500], [-6.009445, -4.031595, 0.810504], [-2.606082, 1.829646, 3.087371], [1.759729, 6.940842, 1.143061], [-4.700025, -3.901391, 3.218044], [1.372414, 6.149157, -0.386701], [-1.373744, -0.718519, 4.277989], [1.488209, 1.671850, 7.141455], [-1.935377, -3.911259, 8.841301], [3.822660, 2.480990, 7.030934], [-2.178198, 3.838206, 2.906906], [0.282863, 1.121941, 3.819292], [-2.322006, 3.063224, 7.215104], [-1.521460, 5.771690, 1.485305], [-3.894420, -0.042784, 8.559472], [4.403368, 4.449587, 5.587350], [-3.883110, -2.443835, 9.335283], [-6.893282, -2.525029, 0.504290], [1.830947, 2.284379, 2.600323], [2.496420, 4.272570, 1.255109], [0.014049, -3.008946, 7.495091], [0.208686, 4.944559, 4.706215], [-2.845531, -2.608800, 4.276351], [0.125258, 7.085582, 0.470807]], "forces_ev_per_a": [[-1.10, 0.35, 1.03], [1.03, -0.19, -0.35], [0.02, 0.23, -0.27], [0.15, 0.67, -0.24], [-0.04, -0.48, -1.40], [0.22, -0.23, -0.30], [-0.28, -0.18, -0.17], [-0.20, 0.11, 0.16], [-0.03, -0.16, 0.19], [0.50, 0.29, -0.33], [-0.50, 0.22, 0.12], [0.66, 0.83, 1.72], [-0.01, -0.08, 0.22], [-0.18, 0.12, 0.07], [-0.26, -0.17, 0.36], [-0.19, -0.38, 0.21], [-0.13, -0.20, 0.17], [0.31, 0.86, 0.24], [0.06, -0.14, 0.07], [-0.29, 0.12, 0.11], [-0.13, 0.47, -0.54], [0.26, -0.37, 0.43], [0.77, -0.29, -0.11], [0.34, 0.02, -0.16], [0.08, 0.53, -0.15], [0.39, 0.03, 0.17], [0.20, -0.47, 0.17], [-0.19, -0.03, -0.12], [-1.22, -0.10, 0.22], [0.18, -0.01, -0.38], [-0.03, 0.22, -0.05], [-0.25, -0.08, 0.20], [-0.20, -0.14, 0.14], [-1.12, -0.49, -0.38], [0.11, -0.20, -0.08], [0.14, 0.11, -0.17], [-0.08, -0.18, 0.26], [0.19, -0.11, 0.25], [-0.09, -0.39, 0.02], [0.34, -0.09, 0.13], [0.09, 0.07, -0.16], [-0.03, 0.21, 0.07], [0.44, -0.37, -0.06], [-0.17, -0.13, -0.07], [0.03, 0.26, -0.07], [-0.08, 0.10, 0.13], [0.03, -0.04, -0.64], [0.37, 0.32, -0.34], [-0.01, 0.35, -0.12], [-0.12, 0.16, -0.06], [0.32, 0.11, -0.09], [-0.05, 0.08, -0.04], [-0.16, -0.36, 0.06], [0.19, -0.18, 0.12], [0.16, -0.37, 0.01], [-0.30, -0.08, 0.13], [0.24, 0.13, -0.14], [-0.01, -0.11, 0.06], [-0.15, 0.24, -0.06], [-0.23, -0.05, 0.03], [-0.36, -0.06, 0.14], [0.39, -0.29, -0.09], [-0.16, 0.03, -0.23], [0.17, -0.02, -0.07]]}

=====

{"formula": "C4H14N2O", "method": "ωB97M-V/def2-TZVPD", "homo_lumo_gap_ev": 9.446, "smiles": "C[C@H](N)CCN.O", "e_above_lowest_kcal_mol": 59.82, "molar_mass_g_mol": 106.17, "e_homo_ev": -9.079, "elements": ["O", "N", "N", "C", "C", "C", "C", "H", "H", "H", "H", "H", "H", "H", "H", "H", "H", "H", "H", "H", "H"], "xyz": [[1.616563, 2.281628, 2.376992], [0.539719, 1.302730, -0.518536], [-1.699844, -0.965651, 1.358766], [-0.350051, -1.353733, 0.938928], [-0.126469, -1.191906, -0.572551], [-0.215948, 0.235576, -1.056675], [0.014412, 0.236199, -2.605917], [0.704411, -1.628219, -1.185036], [-0.924395, -1.878165, -1.036661], [1.090497, 0.317653, -3.076938], [1.429014, 2.426274, 3.327721], [-0.502523, 1.206642, -2.736503], [0.373160, -0.761564, 1.436887], [-0.740917, -0.447359, -3.157901], [-0.078822, -2.351745, 1.199333], [0.462204, 1.514382, 0.500623], [1.645354, 1.237270, 2.341978], [-1.334499, 0.415713, -0.968597], [-1.806470, -1.645578, 2.126068], [-1.630402, -0.065756, 1.852169], [1.535006, 1.115612, -0.544151]], "forces_ev_per_a": [[-0.15, -3.31, 0.76], [1.20, 0.86, 2.34], [0.38, -0.77, 1.24], [1.23, 0.36, -1.81], [-0.60, -1.79, -0.89], [-2.51, -1.60, -1.98], [-1.37, 1.29, -0.93], [0.48, -0.06, 1.78], [0.39, 1.55, 0.42], [-2.11, -0.55, 1.26], [0.14, 0.09, -0.74], [0.82, -0.02, -1.00], [1.00, 0.81, 0.69], [1.80, 0.51, 0.90], [-0.32, -0.94, 0.35], [-0.83, -0.27, -1.09], [0.04, 3.13, 0.03], [1.24, 0.63, 0.08], [-0.90, 0.63, -0.29], [-0.20, -0.39, -0.45], [0.26, -0.15, -0.69]]}

=====

{"formula": "ClHg2", "method": "ωB97M-V/def2-TZVPD", "homo_lumo_gap_ev": 8.238, "total_charge": 3, "e_above_lowest_kcal_mol": 6.30, "molar_mass_g_mol": 436.63, "e_homo_ev": -27.325, "elements": ["Hg", "Hg", "Cl"], "xyz": [[0.011978, 1.659541, 1.327791], [-0.561154, -1.986198, -0.493187], [0.549175, 0.326656, -0.834603]], "forces_ev_per_a": [[0.43, 0.09, -0.78], [0.48, 0.44, -0.60], [-0.90, -0.53, 1.38]]}

=====

Which formula does entry 4 have? ClHg2